# 1
The following is a quantum chemistry calculation of C26H46As3ClN5O4Ti as an isolated structure, from the Open Molecules 2025 dataset.

Each line ends with the Mulliken charge.
Atoms and positions in Å:
Ti -0.177 -0.210 0.333  0.06
N -1.985 -1.435 -0.260  -0.02
C -3.157 -0.530 -0.201  -0.21
C -2.866 0.696 -1.044  -1.11
N -1.559 1.302 -0.678  0.01
C -1.617 2.573 0.094  -1.07
C -1.457 2.314 1.577  -0.32
N -0.196 1.570 1.780  -0.27
H -1.863 -1.774 -1.216  -0.41
H -2.165 -2.264 0.300  0.32
H -3.315 -0.249 0.843  0.19
H -4.065 -1.023 -0.552  0.53
H -3.673 1.424 -0.948  0.41
H -2.818 0.406 -2.096  0.41
H -1.094 1.540 -1.551  0.33
H -2.544 3.110 -0.111  0.44
H -0.790 3.195 -0.256  0.45
H -2.279 1.703 1.957  0.10
H -1.467 3.258 2.124  0.49
H -0.037 1.405 2.770  -0.03
H 0.590 2.139 1.462  0.43
O 3.181 0.102 -5.639  -0.45
C 2.998 0.275 -4.328  0.48
O 3.697 0.989 -3.674  -0.48
C 1.872 -0.454 -3.670  0.00
C 1.234 -1.650 -3.950  0.14
Cl 1.380 -2.691 -5.281  -0.18
N 0.391 -1.934 -2.933  -0.19
N 0.461 -0.979 -1.982  1.16
C 1.338 -0.090 -2.429  0.77
C 1.419 1.126 -1.564  -0.59
O 1.371 2.256 -1.949  -0.56
O 1.326 0.766 -0.282  0.03
C -0.524 -3.031 -2.815  -1.37
C -0.140 -4.167 -2.121  0.31
C -1.049 -5.207 -1.982  -1.01
C -2.318 -5.100 -2.537  -0.51
C -2.684 -3.963 -3.246  -0.80
C -1.782 -2.916 -3.391  0.31
H 2.512 -0.469 -6.041  0.30
H 0.866 -4.242 -1.730  0.61
H -0.762 -6.109 -1.459  0.48
H -3.018 -5.918 -2.435  0.47
H -3.663 -3.898 -3.700  0.46
H -2.037 -2.031 -3.961  0.51
C 3.332 -1.699 0.230  -1.41
As 1.696 -1.985 1.231  1.42
C 1.707 -3.929 1.374  -1.53
C 2.213 -1.257 2.970  -1.16
C 1.424 -1.648 4.240  2.86
C 2.157 -2.783 4.967  -1.75
C 0.013 -2.195 3.949  -2.78
As -1.279 -1.186 2.875  1.43
C -2.627 -2.595 2.787  -1.48
C -2.164 -0.016 4.167  -1.59
C 1.282 -0.426 5.164  -1.68
As 2.744 0.771 5.834  0.33
C 3.185 1.727 4.169  -0.92
C 4.363 -0.330 5.909  -1.12
H 4.128 -2.305 0.660  0.53
H 3.599 -0.645 0.280  0.43
H 3.184 -1.977 -0.812  0.39
H 2.566 -4.243 1.965  0.47
H 1.809 -4.341 0.372  0.52
H 0.798 -4.324 1.819  0.37
H 2.136 -0.180 2.798  -0.46
H 3.275 -1.461 3.113  0.76
H 2.222 -3.674 4.339  0.39
H 1.628 -3.059 5.881  0.42
H 3.168 -2.491 5.239  0.41
H -0.491 -2.401 4.897  0.89
H 0.084 -3.158 3.437  0.39
H -2.881 -2.911 3.798  0.49
H -2.232 -3.460 2.252  0.44
H -3.538 -2.248 2.298  0.44
H -2.232 -0.531 5.124  0.51
H -3.172 0.210 3.820  0.48
H -1.629 0.919 4.321  0.43
H 0.760 -0.745 6.071  0.58
H 0.615 0.307 4.689  -0.01
H 2.277 2.160 3.743  0.13
H 3.692 1.113 3.426  0.24
H 3.842 2.556 4.432  0.49
H 4.307 -1.040 6.732  0.34
H 5.177 0.362 6.125  0.41
H 4.591 -0.849 4.980  0.29

Values from the calculation:
multiplicity = 2
energy above the lowest of the compared OMol25 structures with the same formula, charge and spin = 10.60 kcal/mol
DFT total energy = -9609.65171 Eh
charge = +2

=====

# 2
The following is a quantum chemistry calculation of an isolated ion of composition C4H8ClN2 and charge +1, from the Open Molecules 2025 dataset.

Each line ends with the natural charge from an NBO analysis.
Atoms and positions in Å:
C -0.530 1.643 0.718  0.28
C -0.132 0.324 -1.114  -0.25
C 0.617 -0.142 0.200  0.09
C 0.748 -1.617 0.226  -0.64
N -0.703 1.528 -0.531  -0.50
N 0.185 0.705 1.233  -0.49
Cl 2.402 0.754 -0.200  0.18
H -0.902 2.521 1.389  0.26
H 0.591 0.522 -1.892  0.24
H -1.077 -0.242 -1.307  0.23
H 1.523 -1.907 -0.542  0.24
H -0.301 -1.996 -0.140  0.23
H 0.938 -2.042 1.134  0.24
H -1.247 2.265 -1.056  0.45
H 0.313 0.579 2.155  0.44

Values from the calculation:
multiplicity = 3
energy above the lowest of the compared OMol25 structures with the same formula, charge and spin = 20.37 kcal/mol
DFT total energy = -726.46804 Eh
charge = +1

=====

# 3
The following is a quantum chemistry calculation of an isolated molecule of C19H15ClN2OS, from the Open Molecules 2025 dataset.

Each line ends with the natural charge from an NBO analysis.
Atoms and positions in Å:
O -0.716 -0.414 -2.059  -0.55
C -0.083 -0.056 -1.129  0.71
N 1.299 0.168 -1.138  -0.59
C 2.121 0.344 -0.167  0.34
N 1.715 0.421 0.957  -0.46
C 2.540 0.787 2.085  0.05
C 3.859 0.822 1.939  -0.22
C 4.351 0.737 0.346  -0.11
C 3.377 0.450 -0.591  -0.13
Cl 3.964 0.075 -2.139  0.04
C -0.999 0.336 -0.004  -0.56
S -2.324 -0.685 0.357  0.30
C -1.588 -2.424 0.313  -0.10
C -2.195 -3.496 -0.246  -0.21
C -1.608 -4.574 -0.534  -0.27
C -0.318 -4.879 -0.268  -0.16
C 0.456 -3.750 0.406  -0.22
C -0.203 -2.688 0.547  -0.25
C -1.624 1.698 0.031  -0.01
C -1.093 2.622 0.755  -0.23
C -1.668 4.003 0.577  -0.17
C -2.454 4.391 -0.571  -0.25
C -3.009 3.282 -1.189  -0.19
C -2.526 1.958 -1.195  -0.15
H 1.574 -0.049 -1.979  0.40
H 2.219 0.854 2.913  0.16
H 4.552 1.276 2.449  0.20
H 5.359 0.958 0.227  0.21
H -0.333 0.164 0.999  0.28
H -3.280 -3.267 -0.576  0.21
H -2.184 -5.491 -0.626  0.22
H 0.221 -5.804 -0.456  0.22
H 1.503 -3.713 0.701  0.22
H 0.351 -1.817 1.010  0.20
H -0.319 2.629 1.473  0.23
H -1.301 5.043 0.880  0.22
H -3.014 5.328 -0.492  0.22
H -3.707 3.523 -2.035  0.20
H -2.918 1.236 -1.571  0.18

Values from the calculation:
DFT total energy = -1775.79231 Eh
SMILES = O=C(Nc1ncccc1Cl)[C@H](Sc1ccccc1)c1ccccc1

=====

- The lowest DFT total energy belongs to which entry?
  C26H46As3ClN5O4Ti

=====

- What is the DFT total energy in the third record?
  -1775.79231 Eh

=====

- Among the records above, which one has the lowest DFT total energy?
  C26H46As3ClN5O4Ti